Record 1
{"formula": "C9H12BrP", "method": "wB97M-V/def2-TZVPD", "charge": 0, "total_energy_ha": -3265.37575, "e_homo_ev": [-8.55, -8.29], "lumo_energy_ev": [-0.74, 0.07], "homo_lumo_gap_ev": [7.8, 8.4], "symbols": ["Br", "P", "C", "C", "C", "C", "C", "C", "C", "C", "C", "H", "H", "H", "H", "H", "H", "H", "H", "H", "H", "H", "H"], "positions_angstrom": [[3.56517, -0.81537, -0.63058], [3.63434, 1.11876, 0.43325], [-2.59734, -0.89420, -0.99871], [-0.54615, 2.29356, -0.94820], [-0.59558, -1.33662, 0.28132], [-0.29550, -0.03945, 0.00332], [-1.82465, -1.75550, -0.24060], [-2.18724, 0.39867, -1.25386], [2.40029, 0.92164, 1.64599], [0.29033, -2.24111, 1.07226], [-0.98008, 0.87945, -0.72308], [-0.85424, 2.63413, -1.93406], [-0.03010, -3.27516, 0.98452], [-2.78432, 1.06169, -1.86307], [0.53345, 2.38086, -0.86007], [-3.53754, -1.24007, -1.40362], [0.27178, -1.95420, 2.12357], [-1.00211, 2.94779, -0.20368], [1.90254, 1.82072, 1.97364], [2.58202, 0.17961, 2.40882], [2.89501, 1.83866, -0.53159], [-2.15385, -2.76591, -0.04854], [1.31379, -2.15794, 0.71296]], "mulliken_charge": [-0.155, 0.071, -0.771, -1.192, 0.408, 0.527, -0.462, -0.413, -0.707, -1.138, 0.333, 0.404, 0.382, 0.384, 0.162, 0.358, 0.245, 0.276, 0.364, 0.380, 0.033, 0.354, 0.159]}

Record 2
{"formula": "C3H4O3", "method": "wB97M-V/def2-TZVPD", "charge": 0, "e_above_lowest_kj_mol": 211.6, "smiles": "O=C1OC[C@@H]1O", "total_energy_ha": -342.37536, "e_homo_ev": -10.02, "lumo_energy_ev": 0.47, "homo_lumo_gap_ev": 10.5, "symbols": ["O", "O", "O", "C", "C", "C", "H", "H", "H", "H"], "positions_angstrom": [[-0.02078, 1.76248, -0.13630], [-1.31786, -0.85511, 1.79107], [0.38206, -1.48773, 0.33766], [-0.58556, -0.64807, 0.87245], [0.88870, -0.48700, -0.56508], [-0.20901, 0.43782, -0.12023], [0.85928, -0.80119, -1.60011], [-0.67721, 2.22631, 0.38214], [1.90223, -0.18511, -0.31299], [-1.22186, 0.03761, -0.64861]], "mulliken_charge": [-0.498, -0.555, -0.319, 0.393, -0.285, 0.326, 0.219, 0.337, 0.265, 0.117]}

Record 3
{"formula": "C28H40N5O2", "method": "wB97M-V/def2-TZVPD", "charge": 1, "e_above_lowest_kj_mol": 220.0, "total_energy_ha": -1514.83396, "e_homo_ev": -11.30, "lumo_energy_ev": -3.64, "homo_lumo_gap_ev": 7.7, "symbols": ["O", "O", "N", "N", "N", "N", "N", "C", "C", "C", "C", "C", "C", "C", "C", "C", "C", "C", "C", "C", "C", "C", "C", "C", "C", "C", "C", "C", "C", "C", "C", "C", "C", "C", "C", "H", "H", "H", "H", "H", "H", "H", "H", "H", "H", "H", "H", "H", "H", "H", "H", "H", "H", "H", "H", "H", "H", "H", "H", "H", "H", "H", "H", "H", "H", "H", "H", "H", "H", "H", "H", "H", "H", "H", "H"], "positions_angstrom": [[-1.63984, -3.82474, -3.91640], [0.87901, 1.18251, 5.91683], [1.37561, 2.00082, -5.31747], [0.54106, 0.61584, -0.17886], [1.79437, 5.75239, 1.75574], [4.24210, -3.88889, 0.81275], [-5.28699, 0.15222, 0.05366], [1.12854, 3.78943, -6.96782], [5.79861, -6.22731, 1.01751], [-2.56120, -5.66098, -4.83636], [5.13307, -5.71530, 2.12630], [5.69570, -5.57041, -0.21038], [1.15899, 7.06788, 3.71073], [-7.49273, 1.13606, -0.38820], [-6.08895, 1.20211, -0.33591], [3.43794, 6.38424, 3.37973], [1.03190, 3.27134, -5.67572], [-8.08223, -0.08722, -0.12373], [0.89342, 6.42797, 2.51842], [4.38067, -4.53863, 1.98808], [3.09208, 5.81370, 2.16964], [-0.50953, 1.02475, 7.79053], [-2.66888, -4.55562, -5.81604], [-2.60327, -3.38398, -4.84758], [-1.48167, -5.25284, -3.82093], [2.47023, 7.03185, 4.17329], [4.92927, -4.42838, -0.27506], [1.86818, 1.24073, -6.35181], [1.76907, 1.13239, 7.01400], [-5.91874, -0.99742, 0.37799], [1.97162, 1.63910, -7.64888], [0.82476, 1.62625, 8.14853], [-7.30746, -1.14885, 0.25125], [-0.50505, 0.99245, 6.29312], [1.62097, 2.94150, -7.95653], [-8.05345, 2.03778, -0.58537], [-0.10006, 6.44034, 2.09504], [0.35499, 7.64947, 4.13702], [2.67184, 1.74267, 6.98829], [0.86895, 2.71314, 8.07904], [-1.74587, -5.68822, -2.85721], [0.81585, 4.80435, -7.16423], [-0.94796, 0.08849, 5.87504], [-0.51250, 0.01098, 8.19098], [6.38717, -7.13181, 1.06092], [2.49836, 0.99151, -8.33413], [-7.76164, -2.10785, 0.45238], [-0.50058, -5.54092, -4.19851], [-1.80642, -4.48047, -6.47833], [2.14072, 0.21220, -6.16673], [-3.50867, -5.81558, -4.32013], [-9.16122, -0.11797, -0.15886], [2.12566, 0.11984, 7.20295], [2.67978, 7.42992, 5.15514], [1.25220, 1.37562, 9.11940], [4.48997, 6.31781, 3.61471], [-1.03130, 1.86756, 5.91188], [-3.52765, -4.56339, -6.48727], [-2.30364, -6.59379, -5.33798], [0.85707, 1.41620, 0.34996], [3.90512, -4.09605, 2.85085], [-5.53215, 2.11498, -0.48772], [-2.21857, -2.45826, -5.27552], [-0.45248, 0.50776, -0.03291], [-5.28629, -1.83653, 0.62757], [0.62472, 3.90616, -4.90267], [6.21663, -5.98894, -1.05883], [4.82372, -3.86814, -1.19234], [3.81168, 5.24185, 1.60259], [-1.33714, 1.59019, 8.21882], [5.41745, -6.13590, 3.07952], [1.78855, 3.27144, -8.97116], [0.68360, 0.89894, -1.13784], [-3.55869, -3.23925, -4.34328], [1.04164, -0.23139, 0.04857]], "mulliken_charge": [-0.395, -0.397, -0.458, -0.504, -0.567, -0.499, -0.488, -0.415, -0.155, -0.631, -0.393, -0.347, -0.331, -0.350, -0.190, -0.314, -0.131, -0.197, -0.141, -0.138, -0.193, -0.509, -0.523, -0.390, -0.355, -0.293, -0.204, -0.174, -0.448, -0.204, -0.332, -0.586, -0.335, -0.369, -0.187, 0.358, 0.380, 0.367, 0.311, 0.263, 0.253, 0.358, 0.261, 0.257, 0.359, 0.349, 0.340, 0.289, 0.250, 0.314, 0.271, 0.364, 0.286, 0.393, 0.360, 0.344, 0.261, 0.339, 0.351, 0.378, 0.352, 0.345, 0.270, 0.380, 0.359, 0.323, 0.354, 0.337, 0.359, 0.309, 0.337, 0.358, 0.352, 0.270, 0.383]}

Record 4
{"formula": "C37H94N12O9", "method": "wB97M-V/def2-TZVPD", "charge": 0, "smiles": "CC1(C)CCCC(C)(C)N1O.CC1(C)CCCC(C)(C)N1O.COC[C@H](C)N.COC[C@H](C)N.COC[C@H](C)N.COC[C@H](C)N.NC(N)=O.NC(N)=O.NC(N)=O", "total_energy_ha": -2800.37722, "e_homo_ev": -8.22, "lumo_energy_ev": 0.20, "homo_lumo_gap_ev": 8.4, "symbols": ["O", "O", "O", "O", "O", "O", "O", "O", "O", "N", "N", "N", "N", "N", "N", "N", "N", "N", "N", "N", "N", "C", "C", "C", "C", "C", "C", "C", "C", "C", "C", "C", "C", "C", "C", "C", "C", "C", "C", "C", "C", "C", "C", "C", "C", "C", "C", "C", "C", "C", "C", "C", "C", "C", "C", "C", "C", "C", "H", "H", "H", "H", "H", "H", "H", "H", "H", "H", "H", "H", "H", "H", "H", "H", "H", "H", "H", "H", "H", "H", "H", "H", "H", "H", "H", "H", "H", "H", "H", "H", "H", "H", "H", "H", "H", "H", "H", "H", "H", "H", "H", "H", "H", "H", "H", "H", "H", "H", "H", "H", "H", "H", "H", "H", "H", "H", "H", "H", "H", "H", "H", "H", "H", "H", "H", "H", "H", "H", "H", "H", "H", "H", "H", "H", "H", "H", "H", "H", "H", "H", "H", "H", "H", "H", "H", "H", "H", "H", "H", "H", "H", "H"], "positions_angstrom": [[-0.62369, -0.36349, -3.29196], [3.98826, 0.97498, -2.93053], [-1.29689, -6.11807, -1.10875], [0.23953, -1.89882, 0.56884], [1.45295, 1.44694, 6.58254], [2.33558, 4.04138, -1.53940], [0.63309, -7.77043, 3.59910], [-5.88179, 2.21082, 0.21807], [-0.87957, -1.56235, 4.38593], [-2.29051, 2.45829, 0.98960], [-3.01095, -1.05798, 5.04876], [-2.21936, -3.22766, 5.09036], [-0.54952, 0.02973, -0.38840], [1.87305, 2.45970, 5.69572], [-0.18907, -5.35674, 4.70428], [-0.89606, 5.29037, -2.98420], [6.32383, -0.40412, -5.35328], [-0.85761, -0.33595, 1.82235], [-0.49830, -3.97207, -1.21355], [-1.57534, -4.72168, 0.66997], [-1.22636, -1.27086, -4.19259], [-4.66768, 1.88158, 0.82725], [-0.29938, -0.79215, 0.67397], [0.77174, -4.13193, 2.76676], [-3.29010, -2.33543, -5.02738], [-1.97419, -1.92140, 4.80037], [-0.47383, -1.40396, -5.42550], [5.54875, 0.62843, -4.66197], [1.14027, -8.96164, 3.03653], [-0.37791, 2.85874, 4.63726], [-2.99671, -1.82560, -2.64447], [-2.69513, -1.31557, -4.05043], [1.43556, 4.94883, -2.15751], [0.21202, -5.45036, 3.27491], [4.57915, -0.02902, -3.68386], [2.33738, 4.04841, -0.13262], [-0.50053, -0.10460, -6.26099], [2.01551, 1.02212, 3.62343], [-2.61272, -2.47718, -6.38772], [2.72454, 1.92668, 4.63387], [3.27418, 3.13242, 3.86923], [4.88949, 1.49968, -5.70864], [-1.13600, -5.00795, -0.60646], [1.44269, 4.59782, 4.67896], [0.05247, 4.35966, -2.34609], [0.10505, 3.08859, -3.19064], [0.28048, 3.96709, 6.77120], [-1.10127, -2.53258, -6.26520], [0.94367, -1.79633, -5.12967], [1.18624, -6.59358, 3.03873], [-6.99516, 1.86147, 0.97449], [-3.32307, 0.06424, -4.25035], [-3.30831, 2.69598, -1.19279], [-3.58017, 2.79170, 0.31559], [2.91668, 0.51724, -2.14808], [0.82871, 3.42801, 5.45596], [3.89718, 1.18984, 5.25123], [2.20479, 4.13410, 3.44120], [2.73518, 0.52029, 2.97325], [1.54951, -0.99157, -4.70771], [-1.21582, 0.60396, 1.84042], [1.91990, 5.14184, -3.11798], [-0.52774, 5.56890, -3.88930], [2.14782, 5.12816, 5.32960], [-0.39389, 4.80171, 6.56604], [1.03151, 4.27729, 7.49610], [-2.88124, -1.58965, -6.98343], [-0.58463, -2.56613, -7.22176], [-3.85697, 3.82085, 0.56772], [1.26369, 1.54065, 3.03151], [-0.14967, 0.74538, -5.66694], [-0.38842, 3.20001, 3.60197], [-2.90902, 0.79113, -3.54421], [1.46280, -2.11655, -6.03669], [-4.71460, 2.03763, 1.92683], [6.15748, 1.24862, -3.98359], [-0.54769, -6.28116, 4.92781], [-7.09982, 0.77820, 1.11920], [0.83983, -4.14380, 1.67749], [0.11132, -3.30476, 3.01502], [0.54945, -9.79170, 3.41881], [4.20329, 2.23884, -5.29064], [-2.62212, 3.52541, -1.38742], [-0.30232, -3.13903, -0.66398], [2.48294, 1.34530, -1.59944], [-0.37082, 3.21208, 7.22283], [-0.69232, -5.70055, 2.71010], [-0.32187, -0.31286, -1.31086], [1.37980, 5.88151, -1.57855], [-0.35370, 1.76841, 4.64589], [0.50079, 2.23393, -2.63267], [-3.28484, 0.49340, -5.25050], [5.67908, 2.08010, -6.19548], [1.76899, -3.96862, 3.18353], [2.73415, 4.97349, 2.98023], [6.77042, -1.03481, -4.69525], [-0.41254, 4.02195, -1.41339], [2.12784, -6.37733, 3.56785], [-1.97068, -5.50750, 1.14820], [-1.31904, 3.16117, 5.10365], [3.62014, 0.20657, 5.63659], [1.50946, 3.77024, 2.68195], [-2.47956, 2.57871, 1.99245], [3.26994, -0.25090, -1.43667], [-4.44934, 0.80376, 0.77029], [-0.11248, -4.06057, -2.13359], [-4.38127, -0.00445, -3.97595], [2.17250, -9.14967, 3.36158], [3.84748, -0.61732, -4.26373], [-2.62755, -2.82299, -2.43858], [0.75723, 3.16285, -4.06634], [0.99438, -2.61955, -4.41431], [-4.31315, -2.01801, -5.25813], [3.20944, 3.50132, 0.21175], [1.36300, -6.73070, 1.96723], [-0.89126, 0.49822, -3.64997], [3.83540, 2.82718, 2.98397], [-0.97845, 6.14319, -2.43920], [1.41648, 3.60307, 0.27033], [-4.09025, -1.82748, -2.52510], [-7.92176, 2.25065, 0.55868], [-1.39143, -3.81623, 1.06482], [4.33863, 1.74627, 6.08144], [-0.81596, -0.82396, 2.71436], [-3.07075, -3.58192, 5.48811], [-1.69463, 3.28323, 0.88713], [3.94962, 3.68159, 4.53424], [1.84941, 1.68210, 7.42706], [-3.41037, -3.31756, -4.56604], [2.16745, -0.05819, -2.70956], [4.68714, 1.01785, 4.51691], [4.34024, 0.91668, -6.44670], [-3.86028, -1.39202, 5.46410], [-2.66849, -1.12581, -1.87022], [-6.94059, 2.29793, 1.98850], [5.12724, -0.76609, -3.07488], [-1.19390, 0.79831, -0.30394], [-1.49094, 0.15520, -6.63901], [-0.87735, -3.42169, -5.65574], [2.35552, 5.07974, 0.24617], [-2.84953, -0.07508, 4.95125], [7.08451, 0.01369, -5.87713], [-2.73188, 1.78362, -1.34187], [0.11921, -0.21045, -7.15520], [-2.94084, -3.30685, -7.01340], [-0.88905, 2.76440, -3.51042], [1.46656, 0.20152, 4.10188], [-4.21607, 2.80245, -1.77629], [-1.44814, -3.90122, 5.01083], [0.67218, -5.23219, 5.23265], [1.08984, -8.90724, 1.94619], [0.69058, 5.33819, 4.39382]], "mulliken_charge": [1.248, -0.264, -0.757, -0.987, -0.444, -0.258, -0.303, -0.306, -0.683, -0.533, -0.389, -0.374, 0.982, 0.214, -0.653, -0.672, -0.679, 0.636, -0.002, -0.260, 0.187, -0.998, 0.471, -0.829, -1.334, 0.586, 1.657, 0.469, -0.742, -1.304, -1.932, 1.864, -1.142, 0.864, -0.612, -0.709, -1.731, -1.608, -0.828, 2.063, -1.445, -1.335, 0.569, -1.719, 1.739, -1.314, -2.148, -1.162, -1.668, -0.953, -0.803, -1.475, -0.351, 0.239, 0.019, 2.047, -2.189, 0.487, 0.620, -0.009, -0.162, 0.306, 0.267, 0.377, 0.461, 0.433, 0.328, 0.452, 0.344, 0.003, 0.146, -0.035, -0.016, 0.486, 0.491, 0.229, 0.287, 0.306, 0.251, -0.262, 0.247, 0.227, 0.163, 0.184, -0.160, 0.462, -0.227, -0.507, 0.374, 0.203, -0.004, 0.237, 0.392, 0.536, 0.462, 0.231, -0.765, 0.330, 0.209, 0.464, 0.379, -0.437, 0.140, 0.466, 0.358, 0.045, 0.547, 0.278, 0.255, 0.425, 0.451, 0.279, 0.371, 0.253, 0.457, -0.394, 0.372, 0.280, 0.139, 0.491, 0.280, 0.162, 0.487, -0.153, 0.147, 0.060, 0.407, 0.337, 0.459, -0.186, 0.419, 0.345, 0.169, 0.065, 0.315, 0.313, -0.309, 0.343, 0.399, 0.469, 0.219, 0.269, -0.499, 0.513, 0.433, 0.435, 0.282, 0.543, 0.373, 0.245, 0.314, 0.380]}